Below is a molecular structure, C51H38IN6PTa at a distorted geometry, with properties calculated with ωB97M-V/def2-TZVPD.

Each line ends with the Löwdin charge.
Positions of all 98 atoms, in Å:
Ta 0.84635 -0.33750 -0.66352  1.810
C 4.31853 -3.61070 0.57738  -0.022
C 3.76936 -2.32404 0.38299  -0.130
N 2.84896 -2.07647 -0.51321  -0.009
C 2.43174 -3.09667 -1.31997  -0.209
C 2.85579 -4.41733 -1.15251  -0.160
C 3.84443 -4.65155 -0.16509  0.009
C 2.24571 -5.44078 -1.92451  -0.022
C 1.24671 -5.11685 -2.79647  -0.043
C 0.85010 -3.76561 -2.98561  -0.010
C 1.46960 -2.76255 -2.29984  -0.238
N 1.19251 -1.37010 -2.40963  -0.111
C 1.14752 -0.71601 -3.65151  -0.234
C 1.22454 -1.28566 -4.89831  0.012
C 1.17688 -0.48924 -6.06695  -0.047
C 1.05883 0.86694 -5.99927  -0.023
C 0.98576 1.48362 -4.72911  -0.143
C 0.89027 2.88268 -4.55044  0.032
C 0.82320 3.41475 -3.29595  -0.008
C 0.84197 2.55088 -2.19310  -0.119
N 0.93548 1.24692 -2.32730  -0.094
C 1.01472 0.69071 -3.58030  -0.221
H 5.08145 -3.75723 1.33017  0.115
H 4.07950 -1.48650 0.99991  0.109
H 4.19254 -5.66377 0.00583  0.129
H 2.55134 -6.47106 -1.77785  0.124
H 0.74129 -5.89626 -3.35749  0.116
H 0.05125 -3.53394 -3.68009  0.120
H 1.35537 -2.35458 -4.99975  0.106
H 1.23742 -0.97964 -7.03303  0.117
H 1.02323 1.47591 -6.89439  0.121
H 0.86977 3.52408 -5.42563  0.131
H 0.74915 4.48195 -3.13218  0.120
H 0.77188 2.93660 -1.18606  0.101
C -1.21858 -2.01140 3.37688  -0.068
C -1.79971 -0.74614 3.95904  -0.280
C -2.13430 -0.73309 5.31343  -0.042
C -2.64538 0.40058 5.92181  -0.068
C -2.82736 1.55743 5.17497  -0.072
C -2.51280 1.55911 3.82634  -0.076
C -2.01590 0.41072 3.19606  -0.293
P -1.55645 0.48111 1.42160  1.122
C -2.07886 2.14933 0.90117  -0.348
C -1.02466 3.06513 0.81482  -0.119
C -1.22685 4.37061 0.39161  -0.082
C -2.50751 4.76455 0.02982  -0.064
C -3.56182 3.86503 0.13080  -0.032
C -3.38076 2.55439 0.57699  -0.249
C -4.58555 1.64928 0.69437  -0.027
C -2.61037 -0.71427 0.56338  -0.370
C -3.51893 -1.57164 1.17508  -0.093
C -4.11982 -2.59162 0.44839  -0.068
C -3.80061 -2.75640 -0.89528  -0.069
C -2.89450 -1.89869 -1.50838  -0.046
C -2.28699 -0.86983 -0.79182  -0.332
C -1.27069 0.04814 -1.41933  -0.233
H -1.91629 -2.84699 3.46265  0.097
H -0.30418 -2.29429 3.90573  0.095
H -0.98331 -1.89107 2.32642  0.001
H -1.98126 -1.63631 5.89598  0.120
H -2.89820 0.38366 6.97482  0.109
H -3.21491 2.45712 5.63958  0.109
H -2.65289 2.47023 3.25768  0.102
H -0.02842 2.74718 1.11411  0.075
H -0.39753 5.07246 0.35243  0.108
H -2.69189 5.77605 -0.31526  0.109
H -4.56438 4.18869 -0.12835  0.117
H -4.69574 1.01498 -0.18760  0.092
H -5.49102 2.24583 0.79308  0.084
H -4.51703 0.99023 1.55914  0.069
H -3.76507 -1.44084 2.22733  0.112
H -4.83438 -3.25206 0.92703  0.108
H -4.26148 -3.55493 -1.46716  0.107
H -2.64966 -2.02532 -2.55883  0.111
H -1.49653 1.09505 -1.21572  0.044
H -1.22899 -0.08381 -2.50132  0.062
I 4.00881 0.83398 -1.60979  1.148
C 3.43398 2.38186 -0.34544  -0.656
C 3.99520 3.60803 -0.53775  -0.147
C 3.81096 4.61848 0.43750  -0.064
C 3.17648 4.31510 1.60398  -0.023
C 2.62425 3.02256 1.82319  -0.177
C 2.09746 2.66443 3.08957  -0.017
C 1.64165 1.39841 3.31509  -0.059
C 1.52730 0.49778 2.23640  -0.181
C 1.91904 0.81255 0.94863  -0.300
C 2.63908 2.05017 0.78680  -0.289
H 4.61542 3.79967 -1.40382  0.097
H 4.23537 5.60377 0.27505  0.112
H 3.10611 5.04959 2.40022  0.120
H 2.10622 3.40267 3.88624  0.123
H 1.29529 1.10306 4.30027  0.116
H 1.04343 -0.44822 2.43230  0.060
N 1.16485 -6.36471 1.46519  0.162
C 0.61446 -5.37245 1.24676  -0.300
N -0.06294 -4.24403 1.03708  0.191
C 0.17271 -3.11740 0.64701  -0.250
N 0.26331 -1.96452 0.31486  -0.017

Computed properties:
Energy relative to the best compared isomer or geometry (same formula, charge and spin) in kJ/mol: 106.9
Total charge: +1